# 1
Density functional theory data (ωB97M-V/def2-TZVPD) for 2 unconnected molecules or ions with the total composition C2H6OS2.

Calculated values
Charge: 0
E_HOMO: -8.798 eV
Largest force on an atom: 4.40 eV Å⁻¹
Kohn-Sham gap: 8.7931 eV
Energy: -951.3270 a.u.
SMILES: C=CO.SS

Each line ends with the Löwdin charge.
Positions of all 11 atoms, in Å:
S: -1.350 -0.059 -2.466  0.207
S: -1.069 -1.867 -1.305  0.138
H: -1.233 0.675 -1.369  -0.243
H: -0.438 -2.684 -2.412  -0.104
C: 0.974 0.890 3.631  0.008
C: 2.004 1.049 2.681  -0.245
O: 2.124 2.031 1.727  -0.026
H: 0.897 -0.009 4.205  0.027
H: 0.376 1.785 3.810  0.044
H: 2.999 0.707 2.785  0.090
H: 1.248 2.461 1.627  0.105


# 2
Density functional theory data (ωB97M-V/def2-TZVPD) for a molecular structure, C22H49FIO6PSb.

Calculated values
Charge: -1
E_HOMO: -3.666 eV
Largest force on an atom: 1.64 eV Å⁻¹
Kohn-Sham gap: 5.6386 eV
Energy: -2298.0986 a.u.

Each line ends with the Löwdin charge.
Positions of all 81 atoms, in Å:
C: -0.097 2.753 0.328  -0.093
C: 1.252 3.420 0.619  -0.297
C: 1.561 4.553 -0.344  -0.501
F: 1.089 4.232 -1.634  -0.139
Sb: 3.675 5.283 -0.423  0.769
C: 4.492 3.273 -0.791  -0.358
C: 3.590 2.229 -1.440  -0.512
C: 3.781 0.842 -0.843  -0.054
O: 3.895 2.092 -2.839  -0.079
P: 3.903 4.690 2.121  0.183
O: 3.162 5.961 2.936  -0.534
I: 6.345 4.895 2.589  0.121
H: 0.026 1.714 0.044  0.063
H: -0.715 2.756 1.219  0.056
H: -0.650 3.282 -0.436  0.056
H: 2.045 2.684 0.638  0.069
H: 1.179 3.880 1.595  0.073
H: 0.964 5.406 -0.024  0.075
H: 3.068 6.895 -0.059  -0.107
H: 5.326 5.927 -0.444  -0.118
H: 3.478 5.615 -2.154  -0.086
H: 4.895 2.894 0.141  0.008
H: 5.356 3.415 -1.429  0.049
H: 2.527 2.441 -1.372  0.094
H: 2.880 0.257 -0.987  0.056
H: 4.627 0.347 -1.304  0.078
H: 3.933 0.897 0.227  0.070
H: 3.721 2.954 -3.251  0.083
H: 2.785 5.543 3.730  0.004
C: 2.072 -2.494 -4.159  -0.171
C: 0.920 -3.088 -3.353  -0.174
C: 0.802 -2.087 -2.210  -0.217
O: 1.195 -0.825 -2.741  -0.146
C: 1.812 -1.000 -4.016  -0.196
H: 2.098 -2.820 -5.198  0.107
H: 3.026 -2.755 -3.695  0.113
H: 0.005 -3.090 -3.950  0.110
H: 1.102 -4.105 -3.006  0.107
H: 1.477 -2.346 -1.386  0.116
H: -0.213 -2.008 -1.814  0.104
H: 1.123 -0.641 -4.789  0.117
H: 2.720 -0.397 -4.054  0.115
C: -1.671 -2.248 2.020  -0.174
C: -2.498 -1.151 2.684  -0.159
C: -1.421 -0.140 3.056  -0.201
O: -0.397 -0.262 2.069  -0.142
C: -0.614 -1.435 1.287  -0.205
H: -2.248 -2.890 1.354  0.107
H: -1.202 -2.878 2.781  0.104
H: -3.192 -0.716 1.961  0.108
H: -3.073 -1.492 3.545  0.110
H: -0.986 -0.360 4.038  0.116
H: -1.788 0.887 3.063  0.112
H: -0.965 -1.132 0.293  0.109
H: 0.332 -1.966 1.170  0.116
C: -1.342 -6.267 1.725  -0.169
C: -0.822 -6.653 3.106  -0.168
C: -1.940 -6.148 4.007  -0.206
O: -3.148 -6.254 3.249  -0.142
C: -2.837 -6.511 1.878  -0.207
H: -0.902 -6.841 0.911  0.111
H: -1.151 -5.208 1.538  0.095
H: -0.734 -7.739 3.183  0.112
H: 0.145 -6.216 3.349  0.112
H: -1.789 -5.097 4.277  0.110
H: -2.043 -6.729 4.924  0.114
H: -3.094 -7.552 1.651  0.115
H: -3.443 -5.861 1.246  0.115
C: -3.500 2.433 -1.548  -0.169
C: -4.902 2.323 -2.141  -0.173
C: -5.459 1.115 -1.400  -0.215
O: -4.841 1.110 -0.112  -0.150
C: -3.750 2.042 -0.100  -0.202
H: -3.054 3.420 -1.646  0.113
H: -2.832 1.709 -2.020  0.118
H: -5.483 3.216 -1.898  0.111
H: -4.912 2.195 -3.223  0.109
H: -5.203 0.182 -1.914  0.114
H: -6.543 1.154 -1.275  0.112
H: -4.044 2.909 0.501  0.120
H: -2.883 1.575 0.368  0.100


# 3
Density functional theory data (ωB97M-V/def2-TZVPD) for a molecular structure, C6H8LiO6Sc.

Calculated values
Charge: +2
E_HOMO (spin up / spin down): -15.613 / -15.614 eV
Largest force on an atom: 3.39 eV Å⁻¹
Kohn-Sham gap (spin up / spin down): 6.4330 / 6.4335 eV
Energy: -1452.5869 a.u.

Each line ends with the Löwdin charge.
Positions of all 22 atoms, in Å:
O: 1.373 0.640 -0.524  -0.081
C: 0.840 1.836 -0.875  -0.534
C: 2.034 0.029 -1.668  -0.026
O: 0.406 2.615 -0.065  0.111
O: 1.030 2.076 -2.141  0.168
C: 1.573 0.923 -2.817  -0.010
H: 1.684 -1.004 -1.752  0.144
H: 3.111 0.068 -1.480  0.160
H: 0.768 0.473 -3.408  0.163
H: 2.391 1.253 -3.462  0.164
Sc: 0.890 -0.489 1.236  1.463
O: 0.244 -2.019 0.237  -0.176
O: -1.951 -1.816 0.373  -0.049
C: -1.909 -1.559 1.792  -0.150
C: -1.824 -0.085 2.161  -0.237
O: -0.585 0.520 1.902  -0.373
C: -0.865 -2.114 -0.379  -0.141
H: -2.855 -1.956 2.179  0.164
H: -1.088 -2.128 2.257  0.130
H: -2.063 -0.016 3.238  0.153
H: -2.636 0.442 1.628  0.152
Li: -0.567 2.313 1.567  0.807


# 4
Density functional theory data (ωB97M-V/def2-TZVPD) for a molecular structure, C10H15N5O2ReS.

Calculated values
Charge: +2
E_HOMO (spin up / spin down): -15.112 / -15.136 eV
Spin multiplicity: 2
Largest force on an atom: 2.32 eV Å⁻¹
Kohn-Sham gap (spin up / spin down): 4.5913 / 5.5433 eV
Energy: -1290.0301 a.u.

Each line ends with the Löwdin charge.
Positions of all 34 atoms, in Å:
Re: 0.235 1.323 -0.316  1.397
O: -0.294 1.301 1.597  -0.235
N: -0.902 0.301 2.071  0.059
N: -1.170 -0.630 1.233  -0.162
O: -0.859 -0.443 -0.034  -0.166
C: -1.771 -1.805 1.664  -0.182
C: -2.215 -2.757 0.736  0.007
C: -2.799 -3.917 1.201  -0.035
C: -2.939 -4.132 2.574  -0.015
C: -2.485 -3.182 3.491  -0.030
C: -1.903 -2.017 3.047  0.010
H: -2.105 -2.575 -0.322  0.116
H: -3.149 -4.658 0.498  0.123
H: -3.392 -5.047 2.930  0.125
H: -2.586 -3.360 4.550  0.124
H: -1.543 -1.274 3.740  0.119
N: 0.432 1.081 -2.436  -0.129
C: 1.570 1.726 -3.141  -0.210
C: 2.922 1.292 -2.579  -0.157
C: 3.227 1.875 -1.200  -0.215
N: 2.423 1.213 -0.150  -0.082
H: 0.443 0.076 -2.651  0.133
H: -0.422 1.432 -2.881  0.128
H: 1.463 2.810 -3.044  0.117
H: 1.530 1.469 -4.203  0.142
H: 3.693 1.646 -3.266  0.141
H: 2.992 0.202 -2.546  0.129
H: 3.013 2.947 -1.183  0.111
H: 4.291 1.741 -0.974  0.146
H: 2.709 1.587 0.764  0.134
H: 2.675 0.214 -0.152  0.135
S: 0.293 3.688 -0.352  0.760
C: -1.174 3.877 0.418  -0.722
N: -2.201 3.995 0.918  0.184


# 5
Density functional theory data (ωB97M-V/def2-TZVPD) for 2 unconnected molecules or ions with the total composition C3H12N5S.

Calculated values
Charge: +1
E_HOMO: -12.983 eV
Largest force on an atom: 1.12 eV Å⁻¹
Kohn-Sham gap: 9.9386 eV
Energy: -793.1633 a.u.

Each line ends with the Löwdin charge.
Positions of all 21 atoms, in Å:
C: 1.293 1.587 -1.960  -0.247
C: 1.210 0.548 -0.883  -0.185
C: -0.586 -1.132 1.420  -0.434
N: -0.167 -3.080 0.097  0.084
N: 0.121 -2.185 1.105  -0.108
N: -0.049 2.028 -2.299  -0.007
N: -1.705 0.634 2.930  -0.306
N: 0.149 0.267 -0.265  0.073
S: -0.253 -0.215 2.836  0.940
H: 1.867 2.425 -1.553  0.128
H: 1.870 1.181 -2.805  0.121
H: 2.117 0.008 -0.635  0.113
H: -1.548 -0.961 0.959  0.103
H: -0.993 -2.810 -0.426  0.107
H: -0.059 2.979 -2.648  0.083
H: -0.453 1.439 -3.020  0.087
H: -2.195 0.442 3.800  0.049
H: -1.583 1.634 2.827  0.047
H: 0.965 -2.408 1.622  0.167
H: -0.627 0.856 -0.583  0.074
H: 0.625 -3.238 -0.520  0.110


# 6
Density functional theory data (ωB97M-V/def2-TZVPD) for 6 unconnected molecules or ions with the total composition C40H90N4O2.

Calculated values
Charge: +2
E_HOMO: -7.867 eV
Largest force on an atom: 3.10 eV Å⁻¹
Kohn-Sham gap: 3.8755 eV
Energy: -1946.7769 a.u.

Each line ends with the Löwdin charge.
Positions of all 136 atoms, in Å:
C: 3.809 -5.226 -1.189  -0.138
C: 2.467 -4.952 -0.561  -0.588
O: 1.510 -5.916 -0.883  -0.414
H: 4.271 -6.213 -1.165  0.066
H: 4.596 -4.698 -0.651  0.044
H: 3.788 -4.832 -2.206  0.047
H: 2.097 -3.973 -0.864  0.040
H: 2.614 -4.887 0.518  0.050
C: 1.502 -0.809 -1.172  -0.073
C: 0.169 0.110 -1.228  -0.489
O: -0.973 -0.435 -0.629  -0.386
H: 1.710 -0.955 -0.112  0.037
H: 2.330 -0.299 -1.664  0.054
H: 1.389 -1.774 -1.667  0.031
H: -0.123 0.282 -2.264  0.058
H: 0.496 1.076 -0.843  0.043
C: 1.541 -3.033 -5.311  -0.086
C: 0.526 -3.583 -4.294  -0.218
C: -0.673 -2.658 -4.240  -0.100
N: -1.953 -3.346 -3.558  -0.182
C: -1.554 -3.833 -2.130  -0.059
C: -2.854 -4.187 -1.326  -0.140
C: -3.968 -3.168 -1.423  -0.175
C: -4.207 -2.534 -2.826  -0.173
C: -2.965 -2.119 -3.513  -0.123
C: -2.553 -4.487 -4.432  0.045
H: 1.544 -1.955 -5.475  0.075
H: 1.262 -3.366 -6.311  0.073
H: 2.520 -3.505 -5.227  0.084
H: 0.934 -3.676 -3.288  0.097
H: 0.302 -4.595 -4.632  0.115
H: -0.901 -2.358 -5.263  0.126
H: -0.590 -1.732 -3.670  0.111
H: -0.885 -3.109 -1.666  0.111
H: -0.948 -4.713 -2.343  0.118
H: -2.626 -4.489 -0.304  0.102
H: -3.182 -5.086 -1.850  0.109
H: -3.718 -2.427 -0.664  0.092
H: -4.893 -3.626 -1.073  0.116
H: -4.935 -1.723 -2.826  0.111
H: -4.767 -3.303 -3.359  0.109
H: -2.488 -1.279 -3.006  0.106
H: -3.208 -1.865 -4.545  0.123
H: -1.782 -5.256 -4.462  0.103
H: -2.648 -4.042 -5.422  0.103
H: -3.537 -4.886 -4.187  0.097
C: 2.713 -0.541 3.282  -0.081
C: 1.738 -1.756 3.113  -0.191
C: 0.240 -1.332 3.011  -0.129
N: -0.790 -2.517 2.932  -0.199
C: -0.824 -3.230 4.339  -0.051
C: -2.106 -4.087 4.495  -0.151
C: -3.407 -3.407 4.084  -0.173
C: -3.335 -2.722 2.707  -0.171
C: -2.120 -1.813 2.573  -0.124
C: -0.498 -3.402 1.735  0.039
H: 2.587 -0.066 4.255  0.077
H: 2.494 0.145 2.464  0.046
H: 3.747 -0.886 3.282  0.084
H: 1.888 -2.348 4.016  0.107
H: 1.842 -2.227 2.135  0.098
H: 0.090 -0.658 2.168  0.108
H: 0.002 -0.627 3.807  0.121
H: -0.913 -2.479 5.124  0.130
H: 0.143 -3.725 4.427  0.129
H: -2.114 -4.535 5.488  0.126
H: -1.944 -4.928 3.820  0.115
H: -3.712 -2.591 4.739  0.115
H: -4.230 -4.122 4.065  0.122
H: -4.230 -2.120 2.552  0.119
H: -3.390 -3.474 1.920  0.100
H: -2.139 -0.999 3.298  0.117
H: -2.087 -1.408 1.561  0.104
H: 0.448 -3.911 1.917  0.107
H: -0.437 -2.766 0.851  0.097
H: -1.302 -4.132 1.638  0.092
C: 6.844 8.302 2.095  -0.063
C: 6.444 6.915 1.485  -0.222
C: 5.383 6.146 2.275  -0.122
N: 5.067 4.687 1.764  -0.219
C: 4.065 4.101 2.773  -0.114
C: 3.381 2.832 2.328  -0.175
C: 2.765 2.960 0.919  -0.183
C: 3.728 3.530 -0.141  -0.140
C: 4.348 4.841 0.373  -0.072
C: 6.356 3.831 1.769  0.051
H: 7.599 8.714 1.425  0.081
H: 7.294 8.228 3.085  0.080
H: 6.021 9.014 2.147  0.078
H: 7.330 6.295 1.350  0.100
H: 6.054 7.013 0.472  0.103
H: 4.470 6.741 2.275  0.130
H: 5.680 6.018 3.316  0.133
H: 3.355 4.924 2.854  0.135
H: 4.596 3.871 3.696  0.138
H: 2.544 2.623 2.994  0.120
H: 4.064 1.985 2.397  0.109
H: 1.903 3.625 0.978  0.107
H: 2.329 2.006 0.623  0.096
H: 3.234 3.609 -1.109  0.129
H: 4.505 2.768 -0.208  0.113
H: 3.615 5.642 0.463  0.137
H: 5.137 5.132 -0.321  0.126
H: 6.770 3.917 2.774  0.118
H: 7.061 4.207 1.028  0.099
H: 6.129 2.842 1.370  0.101
C: -4.042 1.288 -4.583  -0.079
C: -4.094 2.253 -3.370  -0.196
C: -3.972 1.513 -1.993  -0.090
N: -3.743 2.375 -0.669  -0.212
C: -3.908 1.311 0.506  -0.075
C: -3.403 1.825 1.887  -0.128
C: -1.998 2.467 1.800  -0.193
C: -2.060 3.639 0.839  -0.154
C: -2.406 3.080 -0.599  -0.081
C: -4.963 3.296 -0.487  0.030
H: -3.251 0.538 -4.588  0.055
H: -3.866 1.842 -5.505  0.081
H: -4.968 0.736 -4.745  0.079
H: -4.964 2.903 -3.464  0.107
H: -3.231 2.917 -3.323  0.100
H: -3.101 0.858 -1.973  0.104
H: -4.881 0.932 -1.837  0.122
H: -3.344 0.430 0.200  0.097
H: -4.953 1.016 0.414  0.120
H: -3.168 0.990 2.548  0.096
H: -4.140 2.518 2.293  0.115
H: -1.228 1.714 1.627  0.107
H: -1.674 2.941 2.726  0.114
H: -1.094 4.130 0.717  0.107
H: -2.688 4.469 1.164  0.115
H: -1.615 2.370 -0.840  0.119
H: -2.430 3.916 -1.298  0.127
H: -4.935 4.030 -1.293  0.105
H: -4.865 3.769 0.490  0.095
H: -5.888 2.720 -0.487  0.110